{
  "formula": "C2H6O2",
  "method": "wB97M-V/def2-TZVPD",
  "elements": ["O", "C", "O", "H", "H", "C", "H", "H", "H", "H"],
  "positions_angstrom": [[-2.186, -2.037, 1.983], [-1.688, -2.632, 0.986], [-1.259, -1.848, -0.080], [-1.243, -3.736, 0.931], [-1.699, -1.024, 0.098], [1.649, 2.260, -0.759], [0.902, 2.158, -1.581], [1.471, 1.319, -0.150], [2.718, 2.274, -1.140], [1.334, 3.267, -0.287]],
  "total_energy_ha": -230.25092,
  "gap_ev": 11.79,
  "total_charge": 0
}

***

{
  "formula": "C2H6O2PS",
  "method": "wB97M-V/def2-TZVPD",
  "elements": ["C", "C", "P", "S", "O", "O", "H", "H", "H", "H", "H", "H"],
  "positions_angstrom": [[1.331, 0.548, 0.450], [1.035, -0.562, -0.497], [-0.801, -1.067, -0.538], [-1.962, 0.741, -0.057], [-3.077, -0.227, 0.745], [-2.595, 1.330, -1.254], [0.620, 1.430, 0.530], [1.212, 0.207, 1.474], [2.266, 0.910, 0.034], [1.629, -1.566, -0.288], [1.245, -0.232, -1.512], [-0.902, -1.512, 0.912]],
  "total_energy_ha": -969.80158,
  "gap_ev": 6.98,
  "total_charge": -1
}

***

{
  "formula": "C2H6O2Rb",
  "method": "wB97M-V/def2-TZVPD",
  "elements": ["Rb", "C", "C", "O", "O", "H", "H", "H", "H", "H", "H"],
  "positions_angstrom": [[2.777, 2.360, 1.114], [-0.246, -1.110, 0.182], [-0.807, 0.279, 0.102], [0.283, 1.225, -0.044], [0.329, -1.534, -1.036], [-1.059, -1.804, 0.399], [0.468, -1.184, 1.015], [-1.364, 0.518, 1.010], [-1.472, 0.346, -0.758], [0.034, 1.851, -0.730], [1.058, -0.946, -1.254]],
  "total_energy_ha": -254.15213,
  "gap_ev": 9.37,
  "total_charge": 1
}

***

{
  "formula": "C2H6O2Rh",
  "method": "wB97M-V/def2-TZVPD",
  "elements": ["O", "O", "H", "Rh", "C", "C", "H", "H", "H", "H", "H"],
  "positions_angstrom": [[3.041, 0.373, -0.736], [0.806, 0.680, 0.286], [1.266, 1.138, -0.747], [2.324, -0.341, 0.746], [-0.580, 0.424, 0.475], [-1.142, -0.746, -0.300], [-1.086, 1.353, 0.172], [-0.702, 0.258, 1.556], [-1.044, -0.592, -1.384], [-0.670, -1.689, 0.009], [-2.213, -0.858, -0.077]],
  "multiplicity": 5,
  "total_energy_ha": -340.31110,
  "gap_ev": [8.73, 8.36],
  "total_charge": 1,
  "s_squared": 6.02
}

***

{
  "formula": "C2H6O2S",
  "method": "wB97M-V/def2-TZVPD",
  "elements": ["C", "C", "O", "O", "S", "H", "H", "H", "H", "H", "H"],
  "positions_angstrom": [[0.764, 0.856, 0.389], [0.231, 1.161, -0.779], [-0.311, -2.616, 0.391], [-1.539, -0.724, 1.539], [-1.718, -1.605, 0.462], [0.379, 0.264, 1.176], [1.742, 1.181, 0.622], [0.622, -2.256, 0.109], [-0.792, 1.027, -1.016], [0.748, 1.713, -1.498], [-2.625, -2.790, 1.072]],
  "total_energy_ha": -628.34700,
  "gap_ev": 10.27,
  "total_charge": 0
}

***

{
  "formula": "C2H6O2Yb",
  "method": "wB97M-V/def2-TZVPD",
  "elements": ["C", "C", "O", "H", "H", "H", "H", "H", "H", "Yb", "O"],
  "positions_angstrom": [[1.889, 2.349, 1.142], [0.645, 1.853, 0.457], [0.489, 0.417, 0.754], [2.013, 3.403, 0.865], [1.799, 2.296, 2.235], [2.777, 1.797, 0.813], [0.708, 1.881, -0.635], [-0.272, 2.341, 0.806], [0.373, 0.259, 1.729], [-0.846, -1.670, -1.421], [-0.793, -0.048, 0.340]],
  "multiplicity": 2,
  "total_energy_ha": -1388.54035,
  "gap_ev": [6.42, 8.64],
  "total_charge": 1,
  "s_squared": 0.75
}

***

{
  "formula": "C2H6O3",
  "method": "wB97M-V/def2-TZVPD",
  "elements": ["C", "C", "O", "O", "H", "H", "H", "H", "O", "H", "H"],
  "positions_angstrom": [[0.848, 1.351, -0.087], [0.478, -0.119, 0.027], [-0.509, -0.754, -0.211], [1.678, -0.735, 0.135], [-0.021, 2.160, 0.031], [1.501, 1.378, 0.925], [1.564, 1.513, -0.861], [1.308, -1.572, -0.097], [-2.149, 0.096, -0.031], [-2.074, 0.803, 0.543], [-2.389, -0.523, 0.683]],
  "total_energy_ha": -305.40872,
  "gap_ev": 8.89,
  "total_charge": 0
}

***

{
  "formula": "C2H6O3",
  "method": "wB97M-V/def2-TZVPD",
  "elements": ["C", "O", "H", "H", "H", "H", "O", "C", "O", "H", "H"],
  "positions_angstrom": [[1.779, -1.420, -0.016], [0.412, -1.730, 0.414], [2.299, -2.384, -0.091], [2.263, -0.798, 0.737], [1.717, -1.009, -1.019], [0.510, -1.834, 1.366], [-0.108, 1.980, 0.198], [-1.025, 1.450, -0.434], [-1.395, 0.226, -0.253], [-1.563, 2.058, -1.191], [-0.555, -0.268, 0.028]],
  "multiplicity": 2,
  "total_energy_ha": -305.12082,
  "gap_ev": [9.75, 4.85],
  "total_charge": 1,
  "s_squared": 0.76
}

***

{
  "formula": "C2H6O3P",
  "method": "wB97M-V/def2-TZVPD",
  "elements": ["C", "C", "O", "O", "O", "P", "H", "H", "H", "H", "H", "H"],
  "positions_angstrom": [[-0.760, -0.156, 1.883], [1.171, 1.150, -1.618], [-0.949, -0.458, -2.509], [0.677, -1.303, -0.770], [-0.716, -1.528, 1.568], [0.306, -0.294, -1.795], [0.210, 0.271, 2.187], [-1.504, 0.148, 2.593], [-1.018, 0.635, 1.039], [-0.576, -1.551, 0.616], [1.960, 1.119, -0.817], [1.200, 1.965, -2.375]],
  "total_energy_ha": -646.93798,
  "gap_ev": 7.79,
  "total_charge": -1
}

***

{
  "formula": "C2H6O3P",
  "method": "wB97M-V/def2-TZVPD",
  "elements": ["C", "C", "O", "O", "O", "P", "H", "H", "H", "H", "H", "H"],
  "positions_angstrom": [[0.303, -1.243, 0.008], [1.237, -0.163, 0.232], [-1.214, 1.983, -0.192], [-3.047, 0.414, -0.152], [1.179, 0.811, -0.842], [-2.548, 1.715, 0.441], [0.485, -1.716, -1.021], [0.325, -2.061, 0.800], [-0.671, -0.855, -0.024], [2.330, -0.481, 0.203], [1.243, 0.283, 1.211], [0.378, 1.314, -0.664]],
  "total_energy_ha": -646.97983,
  "gap_ev": 8.70,
  "total_charge": -1
}

***

{
  "formula": "C2H6O5",
  "method": "wB97M-V/def2-TZVPD",
  "elements": ["C", "C", "O", "O", "O", "O", "O", "H", "H", "H", "H", "H", "H"],
  "positions_angstrom": [[-1.263, 0.054, -0.535], [0.985, 0.125, -0.005], [-1.687, 1.261, -0.050], [-1.682, -1.083, 0.094], [1.113, -0.726, 1.049], [1.171, 1.439, 0.351], [1.689, -0.206, -1.155], [-1.361, -0.001, -1.609], [-1.670, 1.255, 0.917], [-1.302, -1.142, 0.983], [1.909, -0.499, 1.552], [0.916, 1.999, -0.395], [1.539, -1.134, -1.364]],
  "total_energy_ha": -455.92601,
  "gap_ev": 7.99,
  "total_charge": 0
}

***

{
  "formula": "C2H6OS",
  "method": "wB97M-V/def2-TZVPD",
  "elements": ["C", "O", "H", "H", "C", "S", "H", "H", "H", "H"],
  "positions_angstrom": [[1.200, -2.608, 0.025], [1.897, -3.517, -0.317], [0.932, -1.790, -0.652], [0.798, -2.566, 1.052], [-1.442, 1.530, 1.047], [-0.661, 2.027, -0.492], [-1.571, 0.476, 1.245], [-0.934, 2.030, 1.877], [-2.392, 2.067, 1.084], [0.401, 1.192, -0.296]],
  "total_energy_ha": -553.17693,
  "gap_ev": 9.85,
  "total_charge": 0
}

***

{
  "formula": "C2H6OS2",
  "method": "wB97M-V/def2-TZVPD",
  "elements": ["S", "S", "H", "H", "C", "C", "O", "H", "H", "H", "H"],
  "positions_angstrom": [[2.496, 0.862, -1.507], [2.870, -0.031, 0.805], [1.236, 0.473, -1.311], [3.406, -1.189, 0.397], [-1.149, -0.519, -0.426], [-1.465, -0.135, 0.802], [-1.645, 1.155, 1.180], [-0.975, -1.569, -0.613], [-1.401, 0.062, -1.304], [-1.763, -0.830, 1.577], [-1.610, 1.722, 0.399]],
  "multiplicity": 2,
  "total_energy_ha": -951.38072,
  "gap_ev": [4.91, 6.98],
  "total_charge": -1,
  "s_squared": 0.75
}

***

{
  "formula": "C2H6OS2",
  "method": "wB97M-V/def2-TZVPD",
  "elements": ["C", "C", "O", "H", "H", "H", "H", "S", "S", "H", "H"],
  "positions_angstrom": [[3.478, 0.916, 1.124], [2.505, 1.524, 0.147], [1.540, 0.947, -0.280], [3.408, 1.479, 2.056], [3.137, -0.096, 1.321], [4.484, 0.939, 0.715], [2.710, 2.569, -0.162], [-1.952, -0.128, 0.564], [-1.711, -1.398, -1.084], [-1.588, -1.057, 1.456], [-1.526, -0.390, -1.935]],
  "total_energy_ha": -951.38123,
  "gap_ev": 8.78,
  "total_charge": 0
}

***

{
  "formula": "C2H6OS2Si",
  "method": "wB97M-V/def2-TZVPD",
  "elements": ["C", "C", "O", "Si", "S", "S", "H", "H", "H", "H", "H", "H"],
  "positions_angstrom": [[-2.176, 0.821, -0.381], [-0.861, 0.909, -0.158], [1.758, -0.585, -0.124], [0.250, -0.466, 0.597], [2.902, 0.596, 0.193], [-0.480, -2.371, 0.120], [-2.716, 1.623, -0.999], [-2.913, 0.106, 0.169], [-0.174, 1.569, -0.526], [0.880, -0.576, 2.642], [2.867, 1.080, -1.009], [0.661, -2.707, -0.524]],
  "total_energy_ha": -1240.83064,
  "gap_ev": 9.27,
  "total_charge": 0
}

***

{
  "formula": "C2H6OSe2",
  "method": "wB97M-V/def2-TZVPD",
  "elements": ["Se", "C", "O", "C", "Se", "H", "H", "H", "H", "H", "H"],
  "positions_angstrom": [[-0.104, -0.664, -2.230], [-0.358, -0.974, -0.221], [-0.667, 0.321, 0.399], [0.312, 1.319, 0.301], [1.097, 1.469, 2.184], [-0.893, -1.795, -2.763], [0.552, -1.302, 0.367], [-1.255, -1.529, 0.064], [-0.320, 2.157, 0.047], [1.045, 0.985, -0.488], [0.592, 0.014, 2.340]],
  "total_energy_ha": -4957.81376,
  "gap_ev": 9.41,
  "total_charge": 0
}

***

{
  "formula": "C2H6OSi",
  "method": "wB97M-V/def2-TZVPD",
  "elements": ["C", "C", "O", "Si", "H", "H", "H", "H", "H", "H"],
  "positions_angstrom": [[-1.716, 0.190, 0.584], [1.496, -0.295, 0.181], [-1.722, -1.070, -0.308], [-0.302, -0.262, -0.449], [-2.525, 0.939, 0.568], [-1.668, -0.213, 1.594], [2.043, -1.157, -0.339], [1.769, 0.757, -0.065], [1.836, -0.416, 1.149], [0.197, 0.435, -3.408]],
  "total_energy_ha": -444.33856,
  "gap_ev": [9.19, 7.64],
  "total_charge": 0
}

***

{
  "formula": "C2H6S",
  "method": "wB97M-V/def2-TZVPD",
  "elements": ["C", "S", "C", "H", "H", "H", "H", "H", "H"],
  "positions_angstrom": [[1.231, -0.070, -0.542], [-0.384, -0.007, -0.998], [-1.262, 0.139, 0.417], [1.522, 0.751, 0.149], [1.455, -0.946, -0.007], [1.880, -0.192, -1.412], [-2.372, 0.081, 0.282], [-1.015, 1.057, 1.073], [-1.055, -0.813, 1.040]],
  "total_energy_ha": -477.94889,
  "gap_ev": 9.34,
  "total_charge": 0
}

***

{
  "formula": "C2H6SSi",
  "method": "wB97M-V/def2-TZVPD",
  "elements": ["C", "C", "Si", "S", "H", "H", "H", "H", "H", "H"],
  "positions_angstrom": [[-1.759, 1.308, 0.369], [-0.681, 1.608, 1.366], [0.347, -1.790, -1.351], [-1.478, 0.060, -0.671], [0.337, 1.519, 0.848], [-0.672, 0.828, 2.177], [-0.784, 2.565, 2.024], [1.428, -2.298, -0.693], [-0.820, -2.574, -1.752], [0.712, -1.034, -2.502]],
  "total_energy_ha": -767.31075,
  "gap_ev": 7.31,
  "total_charge": 0
}

***

{
  "formula": "C2H6Se",
  "method": "wB97M-V/def2-TZVPD",
  "elements": ["C", "C", "Se", "H", "H", "H", "H", "H", "H"],
  "positions_angstrom": [[0.416, 1.153, -0.205], [-0.537, 0.253, 0.484], [-2.140, -0.174, -0.079], [0.482, 2.089, 0.350], [1.415, 0.715, -0.214], [0.097, 1.367, -1.222], [-0.108, -2.465, -0.383], [-0.197, -0.157, 1.431], [0.572, -2.781, -0.162]],
  "total_energy_ha": -2481.14915,
  "gap_ev": 8.02,
  "total_charge": 0
}